Record 1
Below is C49H80N6O4P3STi as an isolated structure at a distorted geometry, with properties calculated with ωB97M-V/def2-TZVPD.

Each line ends with the Mulliken spin population.
CARTESIAN COORDINATES (ANGSTROEM)
Ti 0.32467 -0.07415 -0.24320  1.29
C 4.85756 -2.94416 -0.22940  0.00
C 3.98546 -1.70741 -0.03019  0.01
C 4.78538 -0.57865 0.62677  0.01
P 2.32287 -1.86624 0.79021  0.22
C 2.61433 -2.32342 2.58075  -0.01
C 1.38108 -3.03732 3.12388  0.02
C 3.89270 -3.04422 3.01427  0.00
C 1.65551 -3.36205 -0.00623  -0.08
C 2.13770 -4.62915 0.33033  -0.01
C 1.78982 -5.77385 -0.35823  0.00
C 0.97587 -5.62828 -1.47726  0.00
C 0.47480 -4.39640 -1.83378  0.01
C 0.73032 -3.22496 -1.07583  0.09
N 0.19325 -1.99719 -1.37696  0.03
C -0.89481 -1.93207 -2.25350  0.02
C -1.96585 -2.83769 -2.17940  -0.01
C -3.04360 -2.76376 -3.03994  0.01
C -3.08136 -1.78626 -4.02628  0.00
C -2.02718 -0.89224 -4.11995  -0.01
C -0.94241 -0.92424 -3.24601  -0.09
P 0.55252 0.13842 -3.28733  0.14
C 1.57784 -0.74272 -4.56407  0.02
C 0.91911 -0.85021 -5.93565  0.00
C 2.02396 -2.11417 -4.06750  0.01
C 0.26411 1.83479 -4.02177  0.00
C -0.71449 2.14015 -5.17161  0.00
C 1.64656 2.40221 -4.37835  0.00
H 5.69672 -2.68107 -0.87872  0.00
H 4.31477 -3.75701 -0.70802  0.00
H 5.27858 -3.31011 0.70541  0.00
H 3.68752 -1.38439 -1.03509  0.00
H 5.16560 -0.88558 1.60145  0.00
H 4.19280 0.32359 0.78330  0.00
H 5.65168 -0.31028 0.01694  0.00
H 2.62910 -1.34307 3.06336  0.01
H 1.45295 -4.11767 2.99565  0.00
H 0.48468 -2.71320 2.59955  0.00
H 1.25704 -2.82490 4.18898  0.00
H 3.86504 -3.17544 4.09989  0.00
H 4.79274 -2.47810 2.78584  0.00
H 4.00541 -4.03542 2.58018  0.00
H 2.83049 -4.72108 1.15353  0.00
H 2.17529 -6.74003 -0.06399  0.00
H 0.73551 -6.48896 -2.09020  0.00
H -0.13466 -4.33185 -2.72373  0.00
H -1.91844 -3.63471 -1.44924  0.00
H -3.85034 -3.48330 -2.95560  0.00
H -3.90511 -1.73229 -4.72565  0.00
H -2.06719 -0.14989 -4.89931  0.00
H 2.47233 -0.11803 -4.65989  0.00
H -0.01570 -1.41062 -5.87850  0.00
H 1.57764 -1.38584 -6.62398  0.00
H 0.70566 0.12478 -6.37549  0.00
H 1.18110 -2.80428 -4.01370  0.00
H 2.47326 -2.07727 -3.07368  0.00
H 2.75215 -2.53610 -4.76352  0.00
H -0.07245 2.39504 -3.14400  0.03
H -0.17125 2.50862 -6.04411  0.00
H -1.41868 2.91786 -4.87504  0.00
H -1.30367 1.29626 -5.50898  0.00
H 2.02004 1.97135 -5.30814  0.00
H 2.39083 2.22856 -3.59923  0.00
H 1.56731 3.48113 -4.52809  0.00
C 3.91939 2.33889 -1.37353  0.00
C 3.69552 3.56692 -0.78418  0.03
C 2.56449 3.72787 -0.00200  -0.01
C 1.70668 2.64832 0.17879  0.15
N 1.89958 1.47714 -0.42671  -0.15
C 2.98518 1.33622 -1.18763  0.17
C 0.53389 2.72150 1.09799  0.01
C 0.31491 3.82645 1.91191  0.00
C -0.77701 3.82380 2.76477  0.02
C -1.60847 2.72087 2.77563  -0.01
C -1.30550 1.65477 1.94725  0.09
N -0.25861 1.65127 1.12534  -0.05
H 4.78918 2.15262 -1.98766  0.00
H 4.38184 4.38900 -0.93589  0.00
H 2.34971 4.68254 0.45140  0.00
H 3.07607 0.38100 -1.68417  -0.05
H 0.98564 4.67102 1.89426  0.00
H -0.96961 4.67391 3.40610  0.00
H -2.47938 2.67168 3.41476  0.00
H -1.90846 0.75876 1.91998  -0.01
C -1.00555 0.15626 5.77103  0.00
N 0.29788 0.77936 5.76065  0.00
C 1.06095 0.52501 6.97687  0.00
C 0.98788 0.76055 4.54440  0.01
N 0.67551 0.04815 3.52243  0.02
N 2.07467 1.60376 4.49329  0.00
C 2.98306 1.53892 3.36862  -0.05
C 2.15736 2.81992 5.27434  0.00
H -1.53490 0.45632 6.67545  0.00
H -0.95420 -0.94387 5.76487  0.00
H -1.58839 0.48615 4.91085  0.00
H 1.01276 -0.53571 7.25039  0.00
H 0.66697 1.11231 7.80803  0.00
H 2.10445 0.78696 6.83071  0.00
H -0.06511 -0.60588 3.75324  0.01
H 2.69927 0.72161 2.70961  0.05
H 4.01357 1.39647 3.70630  0.00
H 2.94572 2.47198 2.79444  0.01
H 1.28444 2.92585 5.91141  0.00
H 2.20053 3.68600 4.60438  0.00
H 3.05419 2.83924 5.90007  0.00
O -1.46956 -1.06407 0.83960  -0.04
S -1.79064 -2.49793 1.21737  -0.01
C -3.50905 -2.80979 0.67907  0.00
C -4.43851 -2.62368 1.87172  0.00
C -3.64579 -3.11741 3.07621  0.00
C -2.30089 -2.41287 2.96947  0.00
H -3.52332 -3.83793 0.31441  0.00
H -3.67737 -2.15253 -0.17112  0.00
H -5.37221 -3.16722 1.73123  0.00
H -4.68478 -1.56589 1.99759  0.00
H -3.50917 -4.19996 3.01600  0.00
H -4.12883 -2.90139 4.02880  0.00
H -1.51852 -2.82554 3.59998  0.00
H -2.40080 -1.34129 3.16310  0.00
C -4.18590 3.04246 -4.22392  0.00
C -4.23441 2.08269 -3.06051  0.00
O -2.91133 1.60229 -2.75565  0.03
P -2.13125 1.64755 -1.34561  0.04
O -1.54985 3.14349 -1.20253  -0.01
C -2.31853 4.35755 -1.11807  0.00
C -1.65397 5.40259 -1.98248  0.00
O -3.36575 1.78406 -0.27485  0.02
C -4.20493 0.63482 -0.08450  0.01
C -5.54013 1.09078 0.45256  0.00
H -5.19685 3.36967 -4.47152  0.00
H -3.75583 2.56754 -5.10473  0.00
H -3.59276 3.92574 -3.98373  0.00
H -4.67099 2.54751 -2.17573  0.00
H -4.83138 1.20169 -3.30702  0.00
H -2.33373 4.66309 -0.06973  0.00
H -3.34930 4.16732 -1.41923  0.00
H -0.59132 5.46114 -1.74350  0.00
H -2.09625 6.38451 -1.81031  0.00
H -1.75020 5.16406 -3.04197  0.00
H -3.69935 -0.03536 0.61439  0.01
H -4.32233 0.09447 -1.03083  0.00
H -5.40737 1.67382 1.36443  0.00
H -6.16841 0.22924 0.68438  0.00
H -6.06904 1.70944 -0.27238  0.00

Results
charge: +1
E_tot: -4816.2915 Ha
HOMO energy (alpha / beta): -8.188 / -8.376 eV
multiplicity: 3
gap between HOMO and LUMO (alpha / beta): 5.9 / 5.9 eV
F_max: 1.18 eV/Å


Record 2
Below is C31H37F4N2O4S2 as an isolated structure at a distorted geometry, with properties calculated with ωB97M-V/def2-TZVPD.

Each line ends with the Mulliken charge.
CARTESIAN COORDINATES (ANGSTROEM)
C -6.44707 -2.72676 1.72122  -1.25
C -5.43192 -3.75133 1.23291  -0.61
C -3.98736 -3.35136 1.55945  -0.77
C -3.32285 -2.74176 0.34202  -0.68
C -1.94494 -2.15048 0.59496  -0.65
C -1.51282 -1.31262 -0.61267  -0.73
C -0.00680 -1.22678 -0.76117  -0.72
S 0.40264 -0.66320 -2.42316  1.00
O -0.78732 -0.21911 -3.09489  -0.67
O 1.02453 -1.79529 -3.06780  -0.72
N 1.47099 0.49919 -2.08569  -0.33
S 1.66485 1.57219 -3.24555  0.97
N 2.12046 0.72664 -4.60715  -0.57
O 0.50614 2.35734 -3.55998  -0.66
O 2.81377 2.34937 -2.89385  -0.73
H -6.70578 -2.95050 2.74997  0.34
H -7.36912 -2.76373 1.15789  0.38
H -6.08119 -1.70740 1.66189  0.35
H -5.53925 -3.85634 0.16076  0.39
H -5.67856 -4.71667 1.66268  0.40
H -3.99800 -2.66676 2.40068  0.40
H -3.45644 -4.25399 1.83796  0.36
H -3.94822 -1.94448 -0.04838  0.38
H -3.23245 -3.51450 -0.41502  0.30
H -1.20339 -2.92225 0.76794  0.33
H -2.00629 -1.51761 1.47732  0.36
H -1.93925 -0.32233 -0.56286  0.31
H -1.91968 -1.79743 -1.49010  0.50
H 0.38192 -0.48273 -0.08095  0.15
H 0.48205 -2.17732 -0.62360  0.49
H 2.51219 1.43658 -5.22068  0.25
H 1.29397 0.36273 -5.07490  0.34
F 0.69445 1.17639 -7.35324  -0.30
C 1.61734 1.34309 -8.31337  0.34
C 2.35836 0.25354 -8.72529  -0.35
C 3.30999 0.43139 -9.71765  -0.29
C 3.51294 1.68568 -10.27609  -0.51
C 2.75895 2.76693 -9.84208  -0.28
C 1.79968 2.59960 -8.85500  -0.51
H 2.18961 -0.71256 -8.26898  0.42
H 3.89633 -0.41293 -10.05391  0.35
H 4.26003 1.82020 -11.04693  0.36
H 2.91937 3.74682 -10.27105  0.35
H 1.19851 3.42678 -8.50290  0.42
F 3.77635 0.02093 4.08456  -0.33
C 4.15559 0.08305 2.77463  0.65
C 3.19079 0.32739 1.81985  -0.88
C 3.56697 0.39330 0.48594  0.03
C 4.89694 0.20760 0.13467  -0.72
C 5.84833 -0.04073 1.11371  -0.40
C 5.48094 -0.10222 2.45156  -0.28
H 2.15951 0.46371 2.11929  0.43
H 2.82788 0.58667 -0.28268  0.42
H 5.18442 0.25849 -0.90655  0.45
H 6.88440 -0.18852 0.83872  0.36
H 6.20808 -0.28781 3.22968  0.37
F 7.32362 1.19231 4.98595  -0.27
C 6.87641 1.05023 6.24938  0.42
C 5.52763 0.85133 6.47121  -0.23
C 5.09088 0.70834 7.78027  -0.44
C 5.98982 0.76959 8.83648  -0.52
C 7.33843 0.97246 8.58538  -0.34
C 7.79083 1.11122 7.28209  -0.52
H 4.83202 0.80919 5.64456  0.42
H 4.03922 0.54689 7.97453  0.37
H 5.63860 0.65920 9.85386  0.36
H 8.04202 1.02443 9.40544  0.35
H 8.83892 1.26496 7.06231  0.41
F -9.02715 -1.13818 2.21188  -0.35
C -8.69135 0.16151 2.09648  0.40
C -8.43451 0.88962 3.23994  -0.47
C -8.07970 2.22424 3.11474  -0.31
C -7.99229 2.80988 1.85989  -0.51
C -8.25715 2.05758 0.72458  -0.33
C -8.60700 0.72067 0.83804  -0.32
H -8.51097 0.41343 4.20815  0.41
H -7.86796 2.80735 4.00059  0.35
H -7.71459 3.85085 1.76698  0.37
H -8.18885 2.51120 -0.25449  0.36
H -8.80746 0.11358 -0.03440  0.42

Results
charge: -1
E_tot: -2809.8192 Ha
HOMO energy: -5.561 eV
gap between HOMO and LUMO: 7.8 eV
F_max: 1.30 eV/Å